DFT (the ωB97M-V functional and the def2-TZVPD basis) results for a 3-piece molecular cluster, C4H15NO3 overall at a distorted geometry.

The value obtained for the relative energy (zero: lowest compared OMol25 entry of this formula, charge and spin) is 88.3 kJ/mol. The HOMO-LUMO gap comes out at 0.3609 Eh. As for the LUMO energy: 0.38 eV. Its SMILES is CN[C@H](C)CO.O.O. The calculated total energy comes out at -12023.30325 eV. The HOMO energy is -9.437 eV. The charge is 0.

Each line ends with the Mulliken charge.
Atoms and positions in Å:
C1 1.7600 0.6904 1.8708  -1.013
N1 0.3002 0.6386 1.7103  -0.374
C2 -0.2334 -0.6472 1.2030  0.604
C3 0.5352 -1.1395 -0.0101  -1.577
C4 -1.7303 -0.5786 0.9732  -0.763
O1 -2.4402 -0.4799 2.2021  -0.551
H1 2.0911 0.0798 2.7091  0.341
H2 2.0420 1.7271 2.0670  0.306
H3 2.2460 0.3927 0.9579  0.348
H4 -0.0875 0.8062 2.6271  0.210
H5 -0.1335 -1.3739 2.0038  0.317
H6 1.4490 -1.6764 0.2185  0.432
H7 0.7298 -0.4063 -0.7867  0.340
H8 -0.0511 -1.9119 -0.4902  0.410
H9 -2.0862 0.1723 0.2784  0.326
H10 -2.0072 -1.5476 0.5460  0.329
H11 -2.4818 0.4468 2.4647  0.306
O2 -0.6633 1.9636 -0.9766  -0.665
H12 -0.4478 1.8027 -0.0412  0.375
H13 -0.5923 1.1246 -1.4367  0.297
O3 0.6430 -0.0870 -6.4258  -0.635
H14 -0.1662 -0.0826 -5.9028  0.317
H15 1.3245 0.0859 -5.7617  0.318

Forces on atoms 1 to 3 (eV/Å):
-0.6 0.5 0.3
-0.1 0.1 -0.7
0.7 0.7 0.4

---

DFT (the ωB97M-V functional and the def2-TZVPD basis) results for a single C4H6N2O molecule.

The value obtained for the relative energy (zero: lowest compared OMol25 entry of this formula, charge and spin) is 94.3 kJ/mol. The HOMO-LUMO gap comes out at 0.3100 Eh. As for the LUMO energy: 0.85 eV. Its SMILES is Nc1c[nH]c(O)c1. The calculated total energy comes out at -9272.52483 eV. The HOMO energy is -7.586 eV. The charge is 0.

Each line ends with the Mulliken charge.
Atoms and positions in Å:
N1 -2.1445 0.7395 -0.3768  -0.566
C1 -0.8529 0.1809 -0.1583  0.726
C2 -0.4739 -1.1350 -0.2165  -1.025
N2 0.8922 -1.1850 0.0108  0.011
C3 1.3549 0.0743 0.2220  0.271
O1 2.6840 0.2205 0.4599  -0.525
C4 0.3142 0.9616 0.1272  -0.619
H1 -2.6811 0.1636 -1.0149  0.263
H2 -2.6704 0.8066 0.4886  0.259
H3 -1.0449 -2.0330 -0.4055  0.358
H4 1.4714 -2.0077 0.0233  0.192
H5 2.8739 1.1646 0.5081  0.329
H6 0.3597 2.0393 0.2095  0.327

Forces on atoms 1 to 3 (eV/Å):
-0.1 -0.2 0.0
0.2 -0.2 0.0
-0.2 0.1 -0.1

---

DFT (the ωB97M-V functional and the def2-TZVPD basis) results for a 16-piece molecular cluster, C34H104N4O16 overall at a distorted geometry.

The HOMO-LUMO gap (spin up / spin down) comes out at 0.3264 / 0.1046 Eh. As for the LUMO energy (spin up / spin down): -1.91 / -7.95 eV. The calculated total energy comes out at -75653.24324 eV. The HOMO energy (spin up / spin down) is -10.793 / -10.793 eV. The charge is +1. Its multiplicity is 2.

Each line ends with the Mulliken charge.
Atoms and positions in Å:
C1 -2.3520 -5.2521 -0.9558  -0.902
C2 -3.6221 -4.8387 -0.1922  0.909
C3 -3.8362 -3.3365 -0.0037  -1.136
O1 -4.6633 -5.3885 -0.9702  -0.601
H1 -2.5631 -5.2553 -2.0251  0.554
H2 -1.9868 -6.2171 -0.6042  0.327
H3 -1.5437 -4.5209 -0.9453  -0.203
H4 -3.5983 -5.2237 0.8273  -0.024
H5 -4.6687 -3.0856 0.6536  0.495
H6 -4.0986 -2.8152 -0.9243  0.260
H7 -2.9313 -2.8791 0.3965  0.063
H8 -4.4695 -6.3024 -1.1915  0.357
C4 -3.0768 4.6235 -2.7055  -0.536
C5 -3.8380 5.3022 -1.6086  0.504
C6 -4.5890 4.3434 -0.6676  -0.611
O2 -3.0798 6.1095 -0.7851  -0.090
H9 -2.7489 5.3603 -3.4388  0.395
H10 -3.7802 3.9521 -3.1978  0.446
H11 -2.2334 4.0205 -2.3689  -0.372
H12 -4.6239 5.8606 -2.1171  0.354
H13 -5.5060 3.9882 -1.1376  0.460
H14 -4.9258 4.8052 0.2605  0.425
H15 -3.9914 3.5140 -0.2893  -0.310
H16 -2.3161 5.6067 -0.4926  0.388
C7 3.0090 -3.1535 -4.9846  -1.405
C8 2.5289 -2.4905 -3.6549  0.875
C9 1.7517 -1.2012 -3.8104  -0.293
O3 1.7107 -3.4055 -2.9098  -0.475
H17 3.2773 -4.1871 -4.7662  0.378
H18 3.8341 -2.6938 -5.5286  0.369
H19 2.1887 -3.3021 -5.6868  0.335
H20 3.3894 -2.1661 -3.0697  -0.200
H21 0.7207 -1.3513 -4.1306  -0.088
H22 2.1735 -0.4987 -4.5293  0.533
H23 1.8153 -0.6727 -2.8592  -0.285
H24 2.3502 -3.9586 -2.4553  0.334
C10 6.0920 -2.4989 1.6180  -1.262
C11 5.3882 -1.6221 0.5439  0.773
C12 6.0301 -1.6565 -0.8586  -1.441
O4 4.0926 -2.1450 0.4638  -0.225
H25 6.3369 -3.5107 1.2950  0.279
H26 5.4480 -2.6179 2.4894  0.316
H27 6.9916 -1.9833 1.9540  0.400
H28 5.4315 -0.5471 0.7188  0.135
H29 5.4529 -1.0534 -1.5595  0.236
H30 5.9896 -2.6840 -1.2202  0.362
H31 7.0507 -1.2740 -0.8465  0.412
H32 3.8408 -2.1363 1.3902  0.074
C13 0.6979 4.6704 -2.7578  -0.437
C14 1.7469 5.7984 -2.5440  0.850
C15 1.7324 6.8300 -3.6685  -1.858
O5 1.5459 6.3352 -1.2821  -0.684
H33 0.7623 4.3978 -3.8112  0.603
H34 -0.2564 5.1911 -2.6779  -0.047
H35 0.6228 3.8618 -2.0307  -0.232
H36 2.7538 5.3890 -2.6266  0.127
H37 0.7851 7.3689 -3.6918  0.377
H38 1.8571 6.4118 -4.6673  0.383
H39 2.4633 7.6228 -3.5093  0.433
H40 2.0014 5.7125 -0.7108  0.324
C16 3.7790 2.4917 -0.5021  -1.048
C17 3.7820 3.7158 0.5223  0.675
C18 4.8413 4.7619 0.2172  -1.466
O6 2.5184 4.2790 0.4698  -0.258
H41 3.2238 1.6214 -0.1522  -0.018
H42 4.7884 2.1065 -0.6463  0.476
H43 3.4064 2.6159 -1.5189  0.240
H44 4.1476 3.2784 1.4514  0.227
H45 5.8388 4.3446 0.0793  0.398
H46 4.9437 5.4083 1.0889  0.405
H47 4.5090 5.3102 -0.6643  0.242
H48 1.8801 3.6542 0.8216  0.265
O7 3.0658 -1.7691 3.1972  -0.565
H49 2.1292 -1.5786 3.2497  0.210
H50 3.3191 -1.9771 4.0965  0.246
O8 0.6540 2.3976 1.0410  -0.148
H51 0.4324 1.5277 0.7087  0.114
H52 -0.0153 2.5803 1.7004  0.184
O9 -2.1839 -1.1977 -4.3917  -0.734
H53 -1.9490 -1.9649 -3.8697  0.258
H54 -1.6659 -1.2842 -5.1919  0.268
O10 -4.9442 1.4874 -3.0057  -0.757
H55 -5.0038 0.7124 -3.5643  0.444
H56 -4.0145 1.5556 -2.7882  0.204
O11 -4.9555 -0.7384 -4.5190  -0.708
H57 -5.3758 -1.5761 -4.3247  0.307
H58 -4.0340 -0.8755 -4.2991  0.413
O12 -1.1322 2.1651 -5.2455  -0.647
H59 -2.0865 2.2322 -5.2793  0.279
H60 -0.8947 1.7109 -6.0539  0.257
C19 -0.9863 7.1361 1.6688  -1.375
C20 -0.6911 5.6248 1.6845  0.650
C21 -1.7382 4.8781 2.5478  -1.154
O13 -1.4372 3.4389 2.5712  -0.320
C22 -2.6210 2.6258 2.8730  -0.514
N1 -0.7663 5.2323 0.2801  0.199
H61 -1.6052 7.4609 0.8324  0.221
H62 0.0127 7.5433 1.5128  0.371
H63 -1.3626 7.4294 2.6488  0.423
H64 0.2920 5.3068 2.0315  0.416
H65 -2.7707 4.9280 2.2020  0.371
H66 -1.7904 5.2861 3.5573  0.406
H67 -2.3541 1.5802 3.0267  -0.072
H68 -3.4106 2.7052 2.1259  0.234
H69 -3.0446 2.8830 3.8438  0.405
H70 -0.5717 4.2422 0.2363  -0.369
H71 0.0030 5.6538 -0.2204  0.132
C23 -0.7641 -4.7655 6.2276  -1.368
C24 0.2598 -3.8709 5.4296  0.379
C25 -0.5117 -2.8420 4.5639  -0.690
O14 0.3564 -1.7800 4.0073  -0.182
C26 -0.4578 -0.8563 3.3301  -0.786
N2 0.9514 -3.1384 6.5250  -0.723
H72 -1.5116 -5.1658 5.5427  0.247
H73 -1.2750 -4.0945 6.9182  0.464
H74 -0.3190 -5.6704 6.6412  0.310
H75 0.9780 -4.3419 4.7584  0.215
H76 -1.2943 -2.3092 5.1041  0.417
H77 -1.0776 -3.3242 3.7669  0.243
H78 -1.1775 -1.3005 2.6423  0.434
H79 0.1848 -0.2785 2.6658  0.019
H80 -0.9605 -0.3161 4.1322  0.375
H81 0.1795 -2.8050 7.0848  0.361
H82 1.2441 -2.2478 6.1491  0.289
C27 -0.9900 -7.7303 3.8621  -1.245
C28 -0.5057 -7.3257 2.4499  0.213
C29 -0.4558 -5.7851 2.1479  0.248
O15 0.1046 -5.5548 0.8271  -0.534
C30 0.4490 -4.2380 0.5731  -1.383
N3 0.8489 -7.7743 2.3071  -0.795
H83 -1.9605 -7.2541 4.0021  0.327
H84 -0.2950 -7.3522 4.6119  0.184
H85 -1.0719 -8.8091 3.9945  0.385
H86 -1.1986 -7.7794 1.7412  0.320
H87 0.1810 -5.3828 2.9357  -0.370
H88 -1.4003 -5.3129 2.4183  0.235
H89 0.6774 -4.0460 -0.4753  0.653
H90 1.2776 -3.8524 1.1670  0.645
H91 -0.3380 -3.4932 0.6915  0.325
H92 1.3380 -7.4045 3.1097  0.281
H93 1.2863 -7.2291 1.5781  0.373
C31 -2.8223 0.6745 -0.5354  -1.527
C32 -1.6213 1.1672 -1.3121  4.233
C33 -0.3643 0.3036 -1.4005  -1.481
O16 0.1662 0.0222 -0.0822  0.501
C34 1.2970 -0.8674 -0.1533  -0.230
N4 -2.1482 1.3385 -2.7030  0.169
H94 -2.6687 0.4560 0.5213  0.020
H95 -3.1641 -0.2625 -0.9750  0.143
H96 -3.6373 1.3945 -0.4614  0.109
H97 -1.3448 2.1370 -0.8982  -2.229
H98 0.3216 0.8476 -2.0500  0.249
H99 -0.6518 -0.5869 -1.9594  0.560
H100 1.0399 -1.8078 -0.6408  -0.156
H101 1.5134 -1.1066 0.8879  -0.305
H102 2.2530 -0.4885 -0.5144  0.153
H103 -2.1236 0.3631 -2.9636  -0.157
H104 -1.5218 1.7457 -3.3827  0.170

Forces on atoms 1 to 3 (eV/Å):
0.4 1.0 0.0
0.8 0.2 -0.7
-0.2 0.2 -0.5